Density functional theory data (the ωB97M-V functional and the def2-TZVPD basis) for 2 unconnected molecules or ions with the total composition C12H26ClIO5P.

Results
Total charge: -1
Gap between HOMO and LUMO (Eh): 0.271
HOMO energy (eV): -5.83
E_tot (eV): -53009.875
F_max (hartree/bohr): 0.0062
Spin multiplicity: 1
LUMO (eV): 1.5382

```
46
Properties=species:S:1:pos:R:3:forces:R:3:lowdin_charge:R:1
C 3.67901 1.47533 2.01459 0.10 0.01 0.02 -0.1118
O 2.65122 1.49460 1.04680 -0.24 0.08 0.20 -0.2035
C 2.41243 0.24610 0.43794 0.08 -0.08 -0.17 -0.2356
C 1.92587 0.46072 -0.99656 0.03 0.10 0.06 -0.1673
C 0.40675 0.57876 -1.10856 0.00 0.02 0.07 -0.2083
C -0.13378 1.89130 -0.50645 0.01 0.10 0.04 -0.1920
C -1.26209 1.68775 0.50238 -0.05 0.00 0.00 -0.2117
C -2.52719 1.06028 -0.09716 -0.08 0.09 -0.01 -0.2174
C -3.36174 0.25207 0.89927 -0.06 -0.04 -0.03 -0.2074
C -2.66003 -1.00406 1.45851 0.01 0.05 -0.01 -0.1940
C -3.21503 -2.35379 0.95200 -0.07 0.05 -0.03 -0.2166
C -2.17468 -3.24894 0.28079 0.04 -0.11 0.01 -0.2989
C -1.77958 -2.75228 -1.11293 0.03 0.11 -0.09 -0.5560
P -2.72808 -3.38636 -2.56303 -0.02 0.13 0.15 0.4332
I -2.32130 -5.79956 -2.38995 0.00 -0.06 0.01 0.2727
H 4.65363 1.41756 1.52287 -0.01 -0.04 0.06 0.0645
H 3.56155 0.63900 2.71996 -0.07 0.03 -0.03 0.0806
H 3.62057 2.41146 2.57054 0.00 -0.02 -0.06 0.0875
H 3.32881 -0.35753 0.43955 0.02 0.12 -0.04 0.1206
H 1.65265 -0.30701 1.02117 0.09 -0.03 -0.01 0.1164
H 2.40555 1.38047 -1.34559 0.05 -0.14 -0.09 0.1026
H 2.29346 -0.35022 -1.63210 -0.06 -0.03 0.06 0.1109
H 0.10605 0.47856 -2.15613 0.00 0.02 0.03 0.1063
H -0.04669 -0.27217 -0.58100 0.01 0.00 -0.03 0.0792
H 0.68778 2.40673 -0.00505 -0.05 0.00 -0.03 0.1052
H -0.47801 2.56179 -1.30130 0.02 -0.04 0.00 0.1128
H -0.88222 1.07825 1.33022 -0.01 -0.04 -0.08 0.1055
H -1.52921 2.65349 0.94438 0.01 -0.05 0.04 0.1106
H -2.27124 0.43833 -0.96291 0.05 -0.03 0.10 0.0903
H -3.15720 1.86524 -0.49161 0.04 -0.06 -0.08 0.1095
H -3.66253 0.91903 1.71348 0.07 -0.04 0.02 0.1055
H -4.29252 -0.06056 0.41310 0.00 0.08 0.04 0.0982
H -1.59075 -0.95025 1.22828 -0.04 0.00 -0.02 0.0911
H -2.71935 -0.99006 2.54914 0.04 -0.03 -0.03 0.1056
H -3.66554 -2.90356 1.78244 0.01 0.02 -0.02 0.1044
H -4.03280 -2.17065 0.24344 0.04 -0.04 0.01 0.0929
H -2.56168 -4.26967 0.21282 0.07 0.01 -0.02 0.0480
H -1.27853 -3.30497 0.90609 -0.06 0.03 0.03 0.1108
H -1.92853 -1.66571 -1.17660 0.07 -0.05 0.00 0.0415
H -0.72191 -2.90970 -1.33801 -0.04 -0.05 0.02 0.0683
H -3.97861 -3.43405 -1.89667 -0.03 -0.03 -0.06 -0.1260
O 6.62330 3.47362 -1.91481 -0.02 0.03 0.00 -0.3853
Cl 5.51443 3.02345 -1.10672 0.05 -0.05 0.00 0.6270
O 4.40620 2.66092 -1.96336 -0.02 0.01 -0.02 -0.3879
O 5.10736 4.07487 -0.20322 0.00 -0.03 0.00 -0.3831
O 5.92418 1.86140 -0.34006 -0.01 -0.01 -0.02 -0.3992
```
Forces are in eV/Å.

Density functional theory data (the ωB97M-V functional and the def2-TZVPD basis) for a single C2H4N2Se molecule.

Results
Energy relative to the best compared isomer or geometry (same formula, charge and spin) (kJ/mol): 358.3
Total charge: 0
Gap between HOMO and LUMO (spin up / spin down) (Eh): 0.191 / 0.191
HOMO energy (spin up / spin down) (eV): -7.32 / -7.33
E_tot (eV): -70459.781
F_max (hartree/bohr): 0.0676
Spin multiplicity: 1
LUMO (spin up / spin down) (eV): -2.1322 / -2.1325

```
9
Properties=species:S:1:pos:R:3:forces:R:3:lowdin_charge:R:1
C -1.92613 0.65607 -0.12135 1.47 1.05 0.76 0.0372
C 1.35678 -0.66584 0.16029 -0.41 0.92 2.71 -0.7040
N -0.67095 0.72647 0.23299 0.59 -2.18 -0.69 0.0125
N 0.45568 0.33071 -0.11152 -2.40 1.78 -1.77 0.0184
Se 3.25033 -0.03889 0.09109 -0.47 -0.27 0.18 0.3371
H -2.54215 1.32373 0.49729 -0.04 -0.52 -0.61 0.0739
H -2.31964 0.14251 -1.03349 0.71 0.19 1.02 0.0969
H 1.02754 -1.24875 1.02255 0.30 -0.37 -0.10 0.0725
H 1.36855 -1.22601 -0.73785 0.24 -0.61 -1.50 0.0555
```
Forces are in eV/Å.

Density functional theory data (the ωB97M-V functional and the def2-TZVPD basis) for a molecular structure, C33H50ClPTc.

Results
Energy relative to the best compared isomer or geometry (same formula, charge and spin) (kJ/mol): 268.6
⟨S²⟩: 3.8164
Total charge: 0
Gap between HOMO and LUMO (spin up / spin down) (Eh): 0.233 / 0.238
HOMO energy (spin up / spin down) (eV): -6.80 / -7.45
E_tot (eV): -59036.172
F_max (hartree/bohr): 0.0914
Spin multiplicity: 4
LUMO (spin up / spin down) (eV): -0.4565 / -0.9663

```
86
Properties=species:S:1:pos:R:3:forces:R:3:lowdin_charge:R:1
Tc 0.94474 -0.88591 1.43757 -3.66 -1.89 0.19 0.7827
Cl 1.36701 -1.26844 3.63947 0.63 -0.51 0.85 0.0038
P 0.15489 0.08060 -0.65206 0.01 0.05 -1.92 1.0538
C -2.61989 -1.52062 0.94635 0.21 2.64 -0.25 -0.0279
H -2.66003 -0.98180 -0.00040 -0.11 -0.10 0.34 0.0196
H -2.35646 -0.93509 1.84150 -0.62 0.01 -0.42 0.0726
C 1.94222 0.39110 -1.03890 -0.35 0.65 -0.71 -0.4557
C -0.71584 1.76385 -0.80021 0.18 -0.25 0.41 -0.3895
C 2.42264 0.49552 -2.49498 0.34 0.11 0.07 -0.1984
H 2.15155 1.36071 -0.55751 0.03 -0.22 0.07 0.1150
C 3.91902 0.84614 -2.51211 0.12 0.09 0.04 -0.1844
H 2.27358 -0.46447 -3.00642 0.05 0.24 0.11 0.0941
H 1.85832 1.25402 -3.05243 0.14 -0.19 0.17 0.0978
C 4.77434 -0.09187 -1.64461 0.06 -0.04 -0.19 -0.1984
H 4.29336 0.82258 -3.54368 -0.05 0.07 0.18 0.1119
H 4.04756 1.87511 -2.14776 -0.06 -0.10 -0.06 0.1165
C 4.21107 -0.30432 -0.25161 -0.35 -0.21 0.32 -0.1950
H 4.85518 -1.06591 -2.14316 0.01 0.05 0.02 0.1163
H 5.78713 0.30618 -1.54871 0.02 -0.04 -0.18 0.1102
C 2.72814 -0.69597 -0.32181 0.69 0.56 0.14 -0.2818
H 4.74164 -1.09382 0.29424 0.15 0.19 -0.17 0.1189
H 4.27713 0.60754 0.35687 0.09 -0.06 -0.14 0.1243
H 2.63804 -1.64186 -0.87428 -0.24 -0.01 0.46 0.1240
H 2.50770 -0.81550 0.82409 1.83 -0.13 -1.04 0.0065
C -0.52623 -0.91335 -2.12739 0.00 0.23 0.42 -0.3877
C -2.23539 1.62606 -1.02122 0.00 -0.11 -0.07 -0.2013
H -0.55836 2.14963 0.22299 -0.16 0.07 -0.41 0.0701
C -2.94985 2.98741 -1.01851 0.15 0.05 0.15 -0.1900
H -2.44377 1.11597 -1.97473 0.03 0.14 0.26 0.0996
H -2.65621 0.99794 -0.22709 0.03 0.17 -0.16 0.0903
C -2.30863 4.01354 -1.96055 0.01 -0.14 -0.05 -0.2046
H -4.00292 2.84415 -1.29297 0.17 0.02 0.12 0.1113
H -2.93505 3.38423 0.00710 0.00 -0.04 -0.15 0.1155
C -0.79228 4.12136 -1.76299 -0.08 0.00 0.21 -0.1935
H -2.52559 3.74025 -3.00344 0.06 -0.02 0.12 0.1125
H -2.76882 4.99593 -1.79387 0.07 -0.16 -0.08 0.1082
C -0.07870 2.76157 -1.78971 0.03 -0.18 -0.21 -0.1998
H -0.36844 4.77436 -2.53677 -0.01 -0.11 0.17 0.1106
H -0.59253 4.60035 -0.79370 -0.03 -0.06 -0.12 0.1174
H -0.10750 2.36084 -2.81613 -0.01 0.14 0.29 0.0962
H 0.98034 2.91705 -1.54324 -0.20 -0.04 -0.05 0.1040
C 0.23183 -2.22171 -2.38785 0.00 -0.20 0.07 -0.2172
H -1.53268 -1.16608 -1.74762 0.21 -0.08 -0.19 0.0925
C -0.61577 -3.15302 -3.26822 0.02 0.07 0.02 -0.1885
H 1.17777 -2.00112 -2.90518 -0.26 -0.09 0.08 0.1001
H 0.50137 -2.72416 -1.45309 -0.07 0.10 -0.24 0.0707
C -0.96939 -2.50304 -4.61338 0.10 0.01 0.02 -0.2008
H -0.07419 -4.09380 -3.43416 -0.16 0.14 0.01 0.1126
H -1.54503 -3.39858 -2.73182 0.18 0.01 -0.04 0.1124
C -1.52499 -1.07979 -4.45346 -0.09 -0.13 0.13 -0.1875
H -0.07451 -2.47932 -5.25158 -0.07 0.05 0.14 0.1126
H -1.70464 -3.12571 -5.13743 0.13 0.10 0.03 0.1082
C -0.69903 -0.20964 -3.48850 0.08 0.19 -0.18 -0.2028
H -1.57733 -0.59521 -5.43867 -0.02 -0.06 0.24 0.1120
H -2.55618 -1.14649 -4.07559 0.14 0.06 -0.03 0.1160
H 0.28972 -0.02892 -3.93809 -0.25 -0.06 0.15 0.1040
H -1.18014 0.77088 -3.39315 0.12 -0.33 -0.06 0.0804
C -0.29581 -2.77889 1.17201 -2.20 0.17 -0.18 -0.2040
C -2.21949 -2.84770 0.98792 2.89 -1.77 0.09 -0.3218
H -0.10133 -3.17480 0.15811 0.20 0.64 0.39 0.0211
C -2.83042 -3.57913 2.18953 -0.15 0.05 -0.33 -0.1952
H -2.24876 -3.38299 0.02641 -0.39 0.07 0.41 0.1102
C -2.02734 -3.33875 3.45594 0.11 -0.48 0.08 -0.2145
H -3.83357 -3.14857 2.31390 0.10 -0.27 0.02 0.1061
H -2.97031 -4.64286 1.96038 0.19 0.06 0.22 0.1145
C -0.69981 -4.09272 3.43999 0.09 0.20 0.21 -0.2286
H -1.82284 -2.26942 3.55639 -0.08 0.00 0.07 0.0991
H -2.61609 -3.66207 4.32224 0.11 0.17 -0.03 0.1106
C 0.09260 -3.91090 2.12253 0.36 -0.51 0.21 -0.3075
H -0.09529 -3.75151 4.28859 -0.07 -0.02 -0.17 0.0774
H -0.87914 -5.17066 3.60258 0.02 0.35 -0.11 0.1079
H 1.15907 -3.81892 2.38454 -0.18 -0.09 -0.09 0.0648
H 0.01614 -4.86831 1.57353 0.00 0.36 -0.04 0.1046
C 0.45359 0.88947 1.94114 -1.27 3.66 2.65 -0.3185
C 0.18704 1.90741 2.67298 1.43 -3.45 -2.18 -0.0645
C 0.36419 2.68710 3.85563 0.15 0.92 0.69 -0.2604
C -0.70500 3.42332 4.41012 0.21 -0.27 0.08 -0.0471
C -0.57636 4.04648 5.64865 0.44 0.10 0.19 -0.0903
C 0.64641 4.01498 6.33918 -0.19 -0.19 -0.28 -0.0896
C 1.74085 3.35164 5.76626 -0.25 0.18 -0.09 -0.0876
C 1.61697 2.70895 4.53659 -0.73 -0.06 -0.05 -0.0290
H -1.65060 3.45795 3.87212 0.17 -0.05 0.14 0.1084
H -1.42581 4.56945 6.09019 0.21 -0.14 -0.18 0.1007
H 0.74399 4.49437 7.32109 -0.06 -0.20 -0.48 0.1024
H 2.69711 3.34392 6.29064 -0.23 -0.04 -0.18 0.1022
H 2.46002 2.18380 4.10143 -0.12 -0.01 0.04 0.1083
```
Forces are in eV/Å.